# 1
Density functional theory data (ωB97M-V/def2-TZVPD) for a gas-phase ion, C2H7N2O (charge -1).

The geometry in XYZ format:
```
12
Properties=species:S:1:pos:R:3:forces:R:3:lowdin_charge:R:1
C 0.490 -1.129 -0.083 1.378 0.136 2.471 -0.21
N 0.067 0.158 -0.602 0.658 1.092 0.872 -0.28
C 0.572 1.253 0.219 0.454 -2.057 1.961 -0.19
N -1.515 0.285 -0.602 1.024 -1.632 -1.527 -0.27
O -2.075 0.015 0.578 0.208 -0.266 -0.041 -0.43
H -0.073 -1.575 0.778 -0.219 0.751 -0.568 0.07
H 0.464 -1.771 -0.882 -0.440 -2.042 -2.002 0.01
H 1.584 -1.286 0.274 -1.242 1.156 -0.519 0.08
H 0.111 2.157 0.037 -0.714 2.112 -1.524 0.02
H 0.235 1.166 1.268 0.100 -0.611 0.220 0.06
H 1.673 1.318 0.302 -0.371 -0.033 -0.600 0.06
H -1.533 -0.591 -1.285 -0.836 1.395 1.257 0.07
```
Forces are in eV/Å.

Results
- calculated total energy (a.u.) = -265.0198
- orbital gap (eV) = 6.16
- SMILES = CN(C)N[O-]
- total charge = -1


# 2
Density functional theory data (ωB97M-V/def2-TZVPD) for 2 unconnected molecules or ions with the total composition C2H7N2O.

The geometry in XYZ format:
```
12
Properties=species:S:1:pos:R:3:forces:R:3:lowdin_charge:R:1
N -0.439 1.082 1.324 -1.195 -2.755 -3.157 0.13
C 0.128 0.805 -0.079 4.523 1.110 2.325 -0.14
C -0.007 -0.511 -0.745 -1.719 -1.411 0.795 -0.48
N 1.031 -1.194 -1.309 -0.700 1.923 1.270 0.22
O -1.192 -0.861 -0.654 0.291 -1.622 -0.223 0.08
H -0.393 2.082 1.514 0.070 -0.165 0.339 0.11
H -1.417 0.759 1.158 0.582 0.839 0.810 0.06
H -1.518 -1.665 2.190 0.367 0.811 -0.574 0.48
H 1.247 0.953 -0.057 -1.133 0.780 0.299 0.14
H -0.349 1.501 -0.702 -0.586 1.013 -1.289 0.13
H 1.944 -0.772 -1.140 -0.305 -0.558 -0.330 0.13
H 0.965 -2.181 -1.500 -0.195 0.035 -0.264 0.14
```
Forces are in eV/Å.

Results
- calculated total energy (a.u.) = -264.6423
- orbital gap (eV) = 4.96
- total charge = +1


# 3
Density functional theory data (ωB97M-V/def2-TZVPD) for 2 unconnected molecules or ions with the total composition C2H7N2O.

The geometry in XYZ format:
```
12
Properties=species:S:1:pos:R:3:forces:R:3:lowdin_charge:R:1
C 1.550 0.298 0.005 -4.257 -0.400 1.097 -0.29
C -0.867 -0.468 -0.042 1.962 -1.317 0.647 -0.09
N 2.521 -0.557 -0.030 1.427 -0.358 -0.162 0.19
N -1.363 0.894 -0.019 1.005 2.056 -3.813 0.03
O 1.282 1.437 0.134 1.094 -0.320 -0.543 0.12
H -1.292 -1.022 0.802 0.463 0.085 -0.168 0.06
H -1.055 -0.973 -0.990 -0.027 0.360 0.162 0.06
H 2.498 -1.613 0.152 -0.178 2.477 -0.588 0.19
H 3.394 0.010 -0.171 -0.390 -1.546 0.334 0.17
H -2.413 0.953 -0.099 1.281 0.389 0.714 0.18
H -0.966 1.309 -0.989 -1.352 -0.721 2.666 0.21
H -0.862 1.514 0.672 -1.028 -0.705 -0.346 0.16
```
Forces are in eV/Å.

Results
- calculated total energy (a.u.) = -264.7967
- orbital gap (spin up / spin down) (eV) = 8.79 / 8.79
- total charge = +1


# 4
Density functional theory data (ωB97M-V/def2-TZVPD) for 2 unconnected molecules or ions with the total composition C2H7N2O.

The geometry in XYZ format:
```
12
Properties=species:S:1:pos:R:3:forces:R:3:lowdin_charge:R:1
C -1.796 -0.296 -0.053 4.212 0.460 0.462 -0.30
C 0.439 0.310 0.206 -3.275 -0.990 -0.388 0.00
N -2.563 0.735 0.045 -1.217 0.480 -0.008 0.21
N 0.817 -1.083 -0.033 -0.062 -0.364 -0.059 0.09
O -1.747 -1.475 -0.188 -0.792 0.342 -0.035 0.11
H 0.534 0.637 1.225 0.224 -0.037 0.196 0.07
H 0.710 0.997 -0.571 0.226 0.058 -0.183 0.07
H -2.180 1.661 0.169 0.110 -0.274 -0.024 0.14
H -3.578 0.660 0.008 0.155 -0.161 -0.045 0.15
H 1.306 -1.203 -0.928 -0.027 -0.001 0.340 0.17
H -0.094 -1.659 -0.103 0.523 0.323 0.021 0.12
H 1.385 -1.498 0.716 -0.077 0.164 -0.278 0.17
```
Forces are in eV/Å.

Results
- calculated total energy (a.u.) = -264.8487
- orbital gap (eV) = 10.14
- total charge = +1


# 5
Density functional theory data (ωB97M-V/def2-TZVPD) for a gas-phase ion, C2H7N2O (charge +1).

The geometry in XYZ format:
```
12
Properties=species:S:1:pos:R:3:forces:R:3:lowdin_charge:R:1
N -1.781 -0.251 0.531 0.693 -0.102 -0.626 0.18
C -0.552 -0.176 -0.094 -1.664 -1.562 -0.139 -0.44
O -0.142 -0.701 -1.164 -2.334 0.954 2.469 0.04
C 0.450 0.660 0.703 1.766 0.800 -1.850 -0.02
N 1.683 0.302 -0.162 2.945 2.036 3.896 0.16
H -1.961 0.365 1.343 0.250 -0.816 -0.861 0.14
H -2.560 -0.877 0.249 1.067 0.784 -0.082 0.15
H 0.760 0.479 1.746 -0.899 -0.311 -0.438 0.15
H 0.223 1.739 0.561 0.201 -0.640 0.147 0.15
H 1.340 0.052 -1.084 -0.126 -0.775 -0.731 0.11
H 2.190 -0.424 0.387 -0.774 -0.338 -1.227 0.18
H 2.445 1.018 -0.125 -1.127 -0.030 -0.558 0.19
```
Forces are in eV/Å.

Results
- calculated total energy (a.u.) = -264.9030
- orbital gap (eV) = 11.65
- SMILES = NC(=O)C[NH3+]
- total charge = +1


# 6
Density functional theory data (ωB97M-V/def2-TZVPD) for a gas-phase ion, C2H7N2O (charge +1).

The geometry in XYZ format:
```
12
Properties=species:S:1:pos:R:3:forces:R:3:lowdin_charge:R:1
C 1.597 0.140 -0.551 0.386 0.195 -0.125 0.05
C 0.255 -0.230 -0.085 -2.557 0.644 0.893 -0.35
N -0.149 -1.451 0.100 -0.277 -0.024 0.083 0.27
O -0.542 0.808 0.151 0.277 1.024 -0.177 -0.03
N -1.990 0.908 0.674 1.436 -1.932 -0.392 0.18
H 1.533 0.948 -1.278 -0.091 -0.079 -0.027 0.12
H 2.114 -0.714 -0.978 0.005 -0.048 -0.028 0.11
H 2.180 0.526 0.288 -0.080 -0.058 0.089 0.12
H 0.445 -2.248 -0.087 0.038 0.131 -0.007 0.16
H -1.089 -1.630 0.442 0.125 0.079 -0.036 0.15
H -2.469 1.358 -0.105 0.378 0.049 -0.110 0.11
H -1.887 1.584 1.429 0.362 0.018 -0.163 0.11
```
Forces are in eV/Å.

Results
- calculated total energy (a.u.) = -264.8480
- orbital gap (eV) = 12.00
- SMILES = CC(=[NH2+])ON
- total charge = +1